A molecular structure, C25H34MnN9O2 at a distorted geometry, computed with ωB97M-V with the def2-TZVPD basis set.

Last column: Löwdin spin population.
Atoms and positions in Å:
1 Mn -1.527 -1.265 0.039  0.96
2 C 4.910 1.211 -6.583  0.00
3 O 5.491 2.262 -5.827  0.00
4 C 4.779 2.779 -4.804  0.00
5 C 5.398 3.792 -4.082  0.00
6 C 4.763 4.351 -2.993  0.00
7 C 3.509 3.903 -2.585  0.00
8 C 2.862 2.942 -3.358  0.00
9 C 3.487 2.373 -4.455  0.00
10 N 2.991 4.531 -1.414  0.01
11 N 2.003 4.120 -0.778  0.00
12 C 1.698 2.757 -0.559  0.00
13 C 2.576 1.703 -0.674  0.00
14 C 2.162 0.368 -0.546  0.00
15 C 0.837 0.053 -0.343  0.00
16 O 0.351 -1.182 -0.286  0.02
17 C -0.075 1.130 -0.183  0.00
18 N -1.388 0.779 0.014  0.00
19 C -2.274 1.738 0.170  0.00
20 C -1.938 3.102 0.168  0.00
21 C -0.636 3.467 -0.026  0.01
22 C 0.345 2.471 -0.231  0.00
23 H 5.651 0.931 -7.325  0.00
24 H 4.001 1.542 -7.089  0.00
25 H 4.685 0.349 -5.952  0.00
26 H 6.379 4.127 -4.391  0.00
27 H 5.241 5.132 -2.416  0.00
28 H 1.852 2.642 -3.111  0.00
29 H 2.965 1.627 -5.036  0.00
30 H 3.618 1.923 -0.863  0.00
31 H 2.879 -0.441 -0.625  0.00
32 H -3.304 1.434 0.323  0.00
33 H -2.711 3.842 0.320  0.00
34 H -0.337 4.507 -0.030  0.00
35 N -3.659 -1.296 -0.213  0.01
36 C -4.377 -2.507 -0.699  0.00
37 C -3.756 -3.792 -0.182  0.00
38 C -2.472 -4.165 -0.900  0.00
39 N -1.342 -3.303 -0.479  -0.01
40 H -4.042 -1.038 0.691  0.00
41 H -3.885 -0.522 -0.831  0.00
42 H -4.338 -2.499 -1.789  0.00
43 H -5.426 -2.460 -0.408  0.00
44 H -4.477 -4.601 -0.310  0.00
45 H -3.564 -3.703 0.893  0.00
46 H -2.608 -4.044 -1.976  0.00
47 H -2.239 -5.214 -0.719  0.00
48 H -0.619 -3.289 -1.194  0.00
49 H -0.897 -3.714 0.335  0.00
50 C -1.312 -2.704 2.871  0.00
51 N -1.130 -2.699 4.309  0.00
52 C 0.172 -2.087 4.611  0.00
53 N 0.248 -0.717 4.098  0.00
54 C 0.053 -0.742 2.659  0.00
55 N -1.272 -1.336 2.288  0.01
56 C -2.321 -0.530 2.975  0.00
57 N -2.144 -0.497 4.412  0.00
58 C -2.182 -1.875 4.914  0.00
59 C -0.823 0.074 4.707  0.00
60 H -2.276 -3.160 2.634  0.00
61 H -0.508 -3.289 2.417  0.00
62 H 0.961 -2.684 4.153  0.00
63 H 0.316 -2.076 5.691  0.00
64 H 0.835 -1.333 2.187  0.00
65 H 0.095 0.275 2.272  0.00
66 H -3.297 -0.974 2.755  0.00
67 H -2.285 0.486 2.581  0.00
68 H -3.155 -2.311 4.678  0.00
69 H -2.053 -1.867 5.995  0.00
70 H -0.681 0.103 5.787  0.00
71 H -0.780 1.092 4.317  0.00

Its energy relative to the best compared isomer or geometry (same formula, charge and spin) is 0.0 kcal/mol. Its spin multiplicity is 2. As for the lowest unoccupied orbital energy (spin up / spin down): -2.889 / -2.991 eV. As for the frontier orbital gap (spin up / spin down): 6.37 / 6.29 eV. The total charge is +1. The max |F| is 0.0410 Eh/bohr. The total energy is -2767.07449 hartree.